{"formula": "C2H4N3OS", "method": "wB97M-V/def2-TZVPD", "elements": ["C", "C", "N", "N", "N", "O", "S", "H", "H", "H", "H"], "coordinates": [[0.023816, 0.100191, 1.002258], [-0.532553, 1.199089, 1.631486], [0.154478, 1.914073, -0.248724], [0.428815, 0.630936, -0.214527], [-0.428028, 2.296949, 0.822855], [1.051841, 0.071031, -1.212023], [1.847142, -3.008372, -0.578012], [0.152945, -0.959849, 1.242219], [-1.086111, 1.199450, 2.470065], [1.811964, -1.779911, -1.131152], [1.511483, -3.260558, -1.840727]], "forces_ev_per_angstrom": [[0.254, 0.364, -1.198], [1.348, -0.097, -2.652], [0.968, 0.377, -2.211], [0.043, -0.417, 1.110], [-0.943, -0.713, 2.112], [0.115, -0.519, -0.121], [0.109, -0.017, -0.523], [-0.113, 0.703, -0.176], [-1.548, 0.235, 2.943], [-0.052, 1.071, 0.919], [-0.181, -0.986, -0.203]], "nbo_charge": [-0.205, -0.167, -0.137, 0.172, -0.325, -0.691, -0.400, 0.214, 0.172, 0.235, 0.132], "homo_ev": -3.35, "gap_ev": 6.80, "total_charge": -1, "spin_multiplicity": 1}

=====

{"formula": "C2H4N3PS", "method": "wB97M-V/def2-TZVPD", "elements": ["C", "C", "N", "N", "N", "P", "S", "H", "H", "H", "H"], "coordinates": [[0.259391, -1.645665, -1.721657], [-0.319806, 0.263782, -0.344730], [0.991765, -2.714790, -1.809127], [1.255295, -1.536620, 0.324241], [0.390908, -1.072148, -0.452513], [2.099506, -3.698517, -1.467398], [-0.977536, -1.335981, -2.760129], [0.106653, 0.966073, 0.311387], [-0.362225, 0.461056, -1.444563], [-1.311348, -0.031522, -0.109129], [1.314112, -0.944744, 1.100864]], "forces_ev_per_angstrom": [[-1.153, -1.106, 0.785], [0.056, -2.560, -2.418], [1.799, -1.360, -0.328], [1.842, -1.684, 1.155], [-1.124, 2.609, -1.991], [-0.558, 0.453, -0.112], [-0.702, 0.616, -1.079], [0.842, 0.574, 0.709], [-0.073, 1.126, 1.102], [-1.077, 0.292, 0.557], [0.147, 1.041, 1.621]], "nbo_charge": [0.131, -0.459, -0.823, -0.434, -0.105, 0.901, -0.233, 0.212, 0.260, 0.227, 0.324], "homo_ev": [-7.17, -7.40], "gap_ev": [6.11, 6.38], "total_charge": 0, "spin_multiplicity": 1}

=====

{"formula": "C2H4N4", "method": "wB97M-V/def2-TZVPD", "elements": ["C", "C", "N", "N", "N", "N", "H", "H", "H", "H"], "coordinates": [[-0.532268, -1.237161, 0.044354], [0.734921, -0.799472, 0.186651], [2.743988, 0.375182, 0.009978], [1.581115, -0.002749, 0.076673], [-1.360962, -0.141719, -0.010591], [-0.927123, 1.087038, 0.120206], [-0.975736, -2.117914, -0.119569], [2.800929, 1.278366, -0.328761], [-2.362195, -0.222002, -0.146153], [-1.702669, 1.780430, 0.167212]], "forces_ev_per_angstrom": [[-1.820, 4.906, 0.283], [0.788, -0.373, -0.006], [1.676, -0.780, 0.877], [0.060, -1.774, -0.098], [-0.298, 0.212, 0.380], [0.055, 0.625, 0.129], [-0.992, -3.265, -0.456], [0.148, 2.435, -0.803], [0.061, -0.782, -0.057], [0.323, -1.204, -0.248]], "nbo_charge": [-0.194, 0.198, -0.533, 0.050, -0.218, -0.577, 0.221, 0.339, 0.389, 0.326], "homo_ev": [-7.19, -7.07], "gap_ev": [7.55, 7.68], "total_charge": 0, "spin_multiplicity": 1}

=====

{"formula": "C2H4N4", "method": "wB97M-V/def2-TZVPD", "elements": ["C", "N", "N", "C", "N", "N", "H", "H", "H", "H"], "coordinates": [[-0.827083, -0.456285, 0.041087], [0.582668, -0.262208, -0.056066], [1.055060, 0.944379, -0.041687], [2.366272, 0.723491, 0.019136], [2.792095, -0.493233, 0.050301], [1.417449, -1.241099, -0.053873], [-1.360273, 0.080508, 0.759882], [-1.451917, -0.329569, -0.808614], [-0.784524, -1.451397, 0.406486], [3.158433, 1.443113, 0.209514]], "forces_ev_per_angstrom": [[-0.132, -1.999, 0.118], [0.714, 0.743, -0.480], [0.396, 1.271, 0.140], [1.428, 1.093, 0.697], [-4.699, -3.558, -0.722], [3.533, 1.846, 0.582], [0.212, 1.473, 1.588], [0.338, -0.162, -1.428], [-1.119, -1.288, -0.065], [-0.671, 0.581, -0.430]], "nbo_charge": [-0.423, 0.058, -0.303, 0.111, -0.269, -0.077, 0.231, 0.229, 0.231, 0.213], "homo_ev": -10.60, "gap_ev": 11.46, "smiles": "Cn1ncnn1", "total_charge": 0, "spin_multiplicity": 1}

=====

{"formula": "C2H4N4", "method": "wB97M-V/def2-TZVPD", "elements": ["C", "C", "N", "N", "N", "N", "H", "H", "H", "H"], "coordinates": [[0.227423, 0.339313, 0.767729], [-1.140763, -0.328658, -2.219003], [1.558100, -0.614953, 2.710680], [0.676748, 0.486115, 2.105266], [1.990934, 0.526476, 2.522826], [0.036675, -0.766529, 0.304007], [0.018432, 1.306548, 0.425211], [-1.793302, -0.978847, -1.584113], [-1.040789, 0.697253, -1.916601], [-0.533458, -0.666718, -3.116001]], "forces_ev_per_angstrom": [[1.450, 0.528, 1.224], [0.320, -1.006, -0.090], [0.454, 2.623, -0.629], [-2.290, -0.249, 1.732], [1.369, -2.298, 0.133], [-0.438, -1.918, -1.500], [-0.559, 1.304, -1.204], [0.794, 0.553, -1.103], [-0.054, 0.240, -0.058], [-1.046, 0.224, 1.495]], "nbo_charge": [0.068, -0.489, 0.073, -0.258, 0.067, -0.195, 0.199, 0.195, 0.154, 0.186], "homo_ev": [-10.07, -8.86], "gap_ev": [9.83, 7.65], "total_charge": 0, "spin_multiplicity": 1}

=====

{"formula": "C2H4N4", "method": "wB97M-V/def2-TZVPD", "elements": ["C", "C", "N", "N", "N", "N", "H", "H", "H", "H"], "coordinates": [[-1.803722, 0.793752, 0.034083], [1.572569, -0.354278, -0.043822], [-0.466572, 0.658658, 0.077136], [-2.847651, 0.162104, -0.096932], [-0.355737, -1.652568, 0.035679], [0.108441, -0.548074, 0.026965], [-1.964384, 1.886126, 0.135314], [1.766595, 0.686428, -0.288947], [2.014438, -0.605138, 0.920348], [1.976024, -1.027012, -0.799824]], "forces_ev_per_angstrom": [[-0.025, 1.974, 0.321], [1.032, -0.548, 0.004], [1.475, -0.065, 0.013], [-1.024, -1.888, -0.188], [-1.112, -1.555, -0.055], [0.386, 2.187, -0.087], [-0.242, 0.000, -0.033], [-0.243, -0.172, 0.009], [-0.171, 0.011, -0.025], [-0.077, 0.057, 0.041]], "nbo_charge": [0.065, -0.424, -0.427, -0.233, 0.040, 0.057, 0.208, 0.256, 0.231, 0.227], "homo_ev": [-9.56, -9.38], "gap_ev": [7.94, 9.25], "total_charge": 0, "spin_multiplicity": 1}

=====

{"formula": "C2H4N4", "method": "wB97M-V/def2-TZVPD", "elements": ["N", "C", "C", "N", "N", "N", "H", "H", "H", "H"], "coordinates": [[-1.616314, 0.044885, 0.148852], [-0.228777, 0.042530, 0.094856], [0.753185, 1.008588, 0.204664], [1.957839, 0.434184, -0.070688], [1.804463, -0.818540, -0.300659], [0.486979, -1.089486, -0.183268], [-2.068144, -0.521903, -0.553832], [-2.083008, 0.930009, 0.296647], [0.729475, 2.045906, 0.512898], [0.264306, -2.076174, -0.149470]], "forces_ev_per_angstrom": [[-0.019, -0.256, 0.323], [0.383, -0.071, -0.155], [-0.094, -0.011, -0.019], [0.058, -0.167, 0.206], [0.102, 0.192, 0.164], [-0.032, 0.111, -0.070], [0.043, 0.144, 0.066], [0.370, -0.168, -0.091], [-0.334, -0.183, -0.286], [-0.476, 0.409, -0.138]], "nbo_charge": [-0.820, 0.284, -0.202, -0.222, -0.077, -0.383, 0.387, 0.397, 0.218, 0.417], "homo_ev": -8.70, "gap_ev": 9.40, "smiles": "Nc1cnn[nH]1", "total_charge": 0, "spin_multiplicity": 1}

=====

{"formula": "C2H4N4", "method": "wB97M-V/def2-TZVPD", "elements": ["N", "C", "C", "N", "N", "N", "H", "H", "H", "H"], "coordinates": [[0.404852, 0.976807, -0.937285], [0.744569, -0.009818, -0.111852], [0.067460, -1.301728, -0.162456], [-1.004994, -1.111408, 0.541869], [-0.955628, 0.151587, 1.136449], [0.435351, 0.431638, 1.171806], [-0.831142, 0.918915, -0.220609], [0.339168, 0.683893, -1.912123], [0.232953, -2.173667, -0.779776], [0.567410, 1.433782, 1.273978]], "forces_ev_per_angstrom": [[0.102, -0.169, -0.084], [-0.315, 0.186, -0.002], [-0.151, -0.100, 0.019], [0.235, -0.021, -0.193], [-0.087, 0.024, -0.051], [0.133, 0.159, -0.026], [0.092, -0.119, 0.174], [0.020, 0.021, 0.109], [-0.019, 0.125, 0.081], [-0.010, -0.106, -0.027]], "nbo_charge": [-0.711, 0.340, -0.054, -0.202, -0.232, -0.437, 0.324, 0.368, 0.222, 0.382], "homo_ev": [-9.10, -9.10], "gap_ev": [8.54, 8.54], "total_charge": 0, "spin_multiplicity": 1}

=====

{"formula": "C2H4N4", "method": "wB97M-V/def2-TZVPD", "elements": ["N", "C", "N", "C", "N", "N", "H", "H", "H", "H"], "coordinates": [[-1.636328, -0.325646, -0.269780], [-0.300253, -0.119054, -0.031987], [0.613480, -1.068667, 0.118985], [1.891607, -0.310223, 0.241128], [1.671088, 0.970062, 0.164706], [0.294951, 1.080045, 0.069513], [-2.282137, 0.376444, 0.069523], [-1.941652, -1.265892, -0.047561], [1.829198, -1.329132, -0.444122], [-0.139954, 1.992067, 0.129596]], "forces_ev_per_angstrom": [[-0.226, 0.042, 0.181], [0.478, 0.008, 0.353], [-0.700, 1.123, 0.645], [-1.830, -2.380, -1.209], [-0.329, 0.256, -0.061], [-0.095, 0.124, -0.014], [0.197, -0.093, -0.111], [0.169, 0.198, -0.064], [2.167, 0.975, 0.298], [0.169, -0.253, -0.018]], "nbo_charge": [-0.800, 0.520, -0.612, -0.014, -0.302, -0.384, 0.388, 0.406, 0.387, 0.410], "homo_ev": -9.34, "gap_ev": 9.87, "total_charge": 0, "spin_multiplicity": 1}

=====

{"formula": "C2H4N4", "method": "wB97M-V/def2-TZVPD", "elements": ["N", "C", "N", "N", "C", "N", "H", "H", "H", "H"], "coordinates": [[0.424950, 0.048135, 1.136762], [0.782628, 0.141703, -0.112061], [-0.784396, -0.000748, -0.723440], [1.726038, 0.346818, -0.922174], [-1.430800, -0.220072, 0.558583], [-2.362245, -0.491670, 1.203452], [1.000822, -0.196027, 1.928117], [-1.123953, 0.838237, -1.195767], [-0.882231, -0.784627, -1.369482], [2.649186, 0.318251, -0.503990]], "forces_ev_per_angstrom": [[-0.848, -0.358, -0.487], [0.535, 0.222, 1.052], [0.877, 0.417, 0.429], [-0.924, -0.507, -0.582], [-0.134, -0.375, 0.199], [0.241, 0.231, -0.630], [0.392, 0.243, -0.403], [0.045, 0.035, 0.092], [0.002, -0.076, 0.181], [-0.186, 0.168, 0.147]], "nbo_charge": [-0.840, 0.612, -0.654, -0.802, 0.408, -0.384, 0.405, 0.436, 0.438, 0.381], "homo_ev": -8.94, "gap_ev": 9.18, "total_charge": 0, "spin_multiplicity": 1}

=====

Max |F| values, unit eV Å⁻¹, following the record order: 3.33; 3.52; 5.24; 5.94; 2.88; 2.22; 0.64; 0.37; 3.24; 1.20.
Energy relative to the best compared isomer or geometry (same formula, charge and spin) values, unit kJ/mol, following the record order: 12.3; 314.3; 582.2; 268.7; 822.0; 597.2; 114.4; 580.5; 350.1; 336.2.